Model 1:
Below is an isolated ion of composition C4H4NO3S and charge -1, with properties calculated with ωB97M-V/def2-TZVPD.

Its highest occupied orbital energy is -3.2 eV. The lowest unoccupied orbital energy comes out at 3.415 eV. The value obtained for the frontier orbital gap is 0.2448 Ha.

ORCA input file:
```
! RIJCOSX wB97M-V def2-TZVPD def2/J DEFGRID3
* xyz -1 1
C 1.1242 1.5798 -0.7560
C 1.9833 -0.5648 -0.5069
C -0.0714 0.0159 0.5445
C -1.3142 -0.1743 -0.1138
N 1.9933 0.7320 -0.9957
O 0.6555 2.6568 -0.8356
O 2.8659 -1.3422 -0.7649
O 0.9584 -0.9216 0.2814
S -2.6527 -1.4127 0.8013
H -0.0508 0.3490 1.5776
H -1.2265 -0.6603 -1.0807
H -1.9422 0.7069 -0.1608
H -2.3226 -0.9645 2.0096
*
```

Model 2:
Below is a 2-piece molecular cluster, C4H4NO3S overall, with properties calculated with ωB97M-V/def2-TZVPD.

Its highest occupied orbital energy is -1.5 eV. The lowest unoccupied orbital energy comes out at 3.629 eV. The value obtained for the frontier orbital gap is 0.1896 Ha.

ORCA input file:
```
! RIJCOSX wB97M-V def2-TZVPD def2/J DEFGRID3
* xyz -1 1
C 0.7004 -0.0540 0.9862
C 1.8370 -0.5783 0.5103
C -2.2356 -0.7888 -0.0180
C -0.0355 0.5326 -0.0611
N 0.7780 0.2708 -1.2553
O -2.6734 0.1511 0.5289
O -2.0412 -1.8407 -0.4585
O 2.0364 -0.3811 -0.8000
S -0.4486 2.2895 0.0511
H 0.5390 -0.1773 2.0966
H 2.6244 -1.0706 1.0149
H 0.5768 -0.4431 -1.9930
H -1.6579 2.0899 -0.6023
*
```

Here are the energies relative to the best structure, in kJ/mol: model 1 0.0; model 2 274.9.

Model 1:
Below is one molecule with the formula C7H13NO, with properties calculated with ωB97M-V/def2-TZVPD.

Its highest occupied orbital energy is -8.4 eV. The SMILES is C=C(C=O)NCC(C)C. The lowest unoccupied orbital energy comes out at 0.451 eV. The value obtained for the frontier orbital gap is 0.3263 Ha.

ORCA input file:
```
! RIJCOSX wB97M-V def2-TZVPD def2/J DEFGRID3
* xyz 0 1
C 0.8402 1.1724 3.2398
C 0.7278 0.5195 2.0641
C 1.8094 -0.4171 1.7116
O 1.8558 -1.1144 0.7307
N -0.3567 0.5886 1.2130
C -0.2180 0.6474 -0.2333
C -1.0421 -0.3109 -1.2722
C -0.7298 0.3110 -2.6347
C -0.6688 -1.7912 -1.3227
H 1.6784 0.9950 3.8882
H 0.0960 1.8689 3.5874
H 2.6140 -0.4512 2.4719
H -1.1194 1.1477 1.5696
H 0.8167 0.4372 -0.4924
H -0.5457 1.6494 -0.5345
H -2.1057 -0.2070 -1.0377
H -1.6015 0.2980 -3.2853
H 0.0882 -0.2136 -3.1218
H -0.4063 1.3509 -2.5094
H -1.1385 -2.2502 -2.1933
H 0.4092 -1.9102 -1.4058
H -1.0031 -2.3203 -0.4331
*
```

Model 2:
Below is C7H13NO as an isolated structure, with properties calculated with ωB97M-V/def2-TZVPD.

Its highest occupied orbital energy is -9.5 eV. The lowest unoccupied orbital energy comes out at 0.903 eV. The value obtained for the frontier orbital gap is 0.3808 Ha.

ORCA input file:
```
! RIJCOSX wB97M-V def2-TZVPD def2/J DEFGRID3
* xyz 0 1
C 3.4737 -0.0655 0.2030
C 2.0060 -0.1018 0.6107
C 1.0881 0.5000 -0.4542
C -0.3783 0.5197 -0.0654
C -0.8590 1.6361 0.8357
C -1.2421 1.6451 -0.6068
C -1.0339 -0.8084 0.1211
N -0.9546 -1.7890 -0.7462
H 3.6416 -0.6496 -0.7144
H 3.8033 0.9662 0.0078
H 4.1167 -0.4820 0.9909
H 1.7121 -1.1430 0.8165
H 1.8650 0.4552 1.5504
H 1.4019 1.5374 -0.6452
H 1.2198 -0.0296 -1.4129
H -1.6346 1.4048 1.5648
H -0.0867 2.3297 1.1713
H -0.7514 2.3530 -1.2757
H -2.2714 1.4034 -0.8701
O -2.2687 -0.8405 0.5711
H -0.0127 -1.9043 -1.1066
H -2.4809 -1.7822 -0.1956
*
```

Model 3:
Below is one molecule with the formula C7H13NO, with properties calculated with ωB97M-V/def2-TZVPD.

Its highest occupied orbital energy is -8.5 eV. The SMILES is C[C@]12C[C@H]1OC[C@@]2(C)N. The lowest unoccupied orbital energy comes out at 0.957 eV. The value obtained for the frontier orbital gap is 0.3482 Ha.

ORCA input file:
```
! RIJCOSX wB97M-V def2-TZVPD def2/J DEFGRID3
* xyz 0 1
C 0.4362 1.5694 1.2505
C -0.3155 0.5144 0.4848
C -1.8239 0.5096 0.4559
C -1.2013 -0.5544 1.3079
O -0.9636 -1.8138 0.8004
C -0.4368 -1.7385 -0.4885
C 0.3254 -0.2404 -0.6375
C 1.8410 -0.3923 -0.4914
N -0.0797 0.2719 -1.9370
H 1.3170 1.1583 1.7556
H -0.2020 2.0085 2.0217
H 0.7665 2.3666 0.5782
H -2.2984 0.2273 -0.4721
H -2.3266 1.3016 0.9933
H -1.2842 -0.5542 2.3851
H -1.2181 -1.7026 -1.2496
H 0.2346 -2.5823 -0.6323
H 2.2224 -1.0824 -1.2468
H 2.0981 -0.7736 0.4974
H 2.3390 0.5704 -0.6376
H 0.2517 1.2238 -2.0601
H 0.3179 -0.2873 -2.6779
*
```

Model 4:
Below is C7H13NO as an isolated structure, with properties calculated with ωB97M-V/def2-TZVPD.

Its highest occupied orbital energy is -7.6 eV. The lowest unoccupied orbital energy comes out at 0.604 eV. The value obtained for the frontier orbital gap is 0.3007 Ha.

ORCA input file:
```
! RIJCOSX wB97M-V def2-TZVPD def2/J DEFGRID3
* xyz 0 1
C 0.3319 -1.1585 -0.4652
C 0.6925 -1.4018 0.8501
C -0.9873 -1.6599 -0.9911
C 1.3930 -0.9303 -1.5106
C 0.4020 0.2701 1.9229
C -0.4154 1.5748 0.3758
N 0.4819 2.6358 0.3118
C -1.6875 1.6785 0.8040
O 0.2630 0.2771 3.0645
H -0.0961 0.6276 -0.2096
H 0.0898 3.5504 0.4852
H 1.1428 2.6228 -0.4486
H 1.7419 -1.4654 1.1140
H 0.0657 -2.0404 1.4619
H 2.3041 -0.5275 -1.0670
H 1.6550 -1.8607 -2.0248
H -1.4388 -0.9248 -1.6619
H -1.6906 -1.8659 -0.1842
H -0.8681 -2.5910 -1.5535
H 1.0377 -0.2317 -2.2719
H -2.3220 0.8071 0.8335
H -2.0957 2.6138 1.1645
*
```

Here are the energies relative to the best structure, in kJ/mol: model 1 0.0; model 2 97.9; model 3 9.7; model 4 229.8.

Model 1:
Below is one molecule with the formula C6H11NSi, with properties calculated with ωB97M-V/def2-TZVPD.

Its highest occupied orbital energy is -9.7 eV. The SMILES is C=C(C#N)[Si](C)(C)C. The lowest unoccupied orbital energy comes out at -0.274 eV. The value obtained for the frontier orbital gap is 0.3446 Ha.

ORCA input file:
```
! RIJCOSX wB97M-V def2-TZVPD def2/J DEFGRID3
* xyz 0 1
C 1.9191 -0.8085 1.6188
C 0.9624 0.2508 1.1963
C 0.7772 1.4122 1.9580
N 0.3083 2.2652 2.5970
Si -0.2265 0.0723 -0.2820
C -0.5057 -1.8695 -0.4345
C 0.5407 0.7325 -1.8954
C -1.8427 0.9816 0.0290
H 2.0308 -1.6911 1.1343
H 2.5215 -0.7970 2.4240
H 0.1489 -2.5855 -0.9611
H -0.7094 -2.2229 0.4772
H -1.2927 -1.8821 -1.1707
H -0.2295 0.6169 -2.6574
H 0.7544 1.7221 -1.8159
H 1.3328 0.1250 -2.2480
H -2.5461 0.8284 -0.8034
H -2.2503 0.8799 0.9388
H -1.6932 1.9696 -0.1051
*
```

Model 2:
Below is one molecule with the formula C6H11NSi, with properties calculated with ωB97M-V/def2-TZVPD.

Its highest occupied orbital energy is -8.3 eV. The SMILES is CN[SiH2]C1C=CC=C1. The lowest unoccupied orbital energy comes out at 0.798 eV. The value obtained for the frontier orbital gap is 0.3326 Ha.

ORCA input file:
```
! RIJCOSX wB97M-V def2-TZVPD def2/J DEFGRID3
* xyz 0 1
C -3.1892 -0.0427 -0.2327
N -1.8010 -0.4862 -0.3499
Si -0.5820 0.3535 0.6797
C 1.2050 -0.2537 -0.2040
C 1.9499 1.0072 -0.3636
C 3.2480 0.8570 -0.0797
C 3.5106 -0.5347 0.1355
C 2.3827 -1.2414 0.1227
H -3.7388 -0.7056 -0.8432
H -3.4790 -0.3406 0.7276
H -3.3786 0.9534 -0.3635
H -1.6235 -1.4408 -0.1044
H -0.4336 0.2429 2.0575
H -0.7119 1.7098 0.2421
H 0.8159 -0.5090 -1.1022
H 1.4033 1.9389 -0.6667
H 3.9260 1.6000 -0.0755
H 4.4955 -1.1118 0.3395
H 2.3498 -2.3066 0.3894
*
```

Here are the energies relative to the best structure, in kJ/mol: model 1 0.0; model 2 58.3.

Model 1:
Below is one molecule with the formula CHClNO2PS, with properties calculated with ωB97M-V/def2-TZVPD.

Its highest occupied orbital energy is -10.6 eV. The SMILES is [H]/N=C(\Cl)OP(=O)=S. The lowest unoccupied orbital energy comes out at -1.037 eV. The value obtained for the frontier orbital gap is 0.3525 Ha.

ORCA input file:
```
! RIJCOSX wB97M-V def2-TZVPD def2/J DEFGRID3
* xyz 0 1
H 2.4130 0.6225 -0.5239
N 1.4701 0.5378 -0.2531
C 0.9111 -0.5585 -0.0344
Cl 1.5156 -2.2189 -0.0766
O -0.4099 -0.6005 0.1111
P -1.6467 0.4461 0.3452
O -1.3259 1.3778 1.4611
S -2.9272 0.3938 -1.0294
*
```

Model 2:
Below is one molecule with the formula CHClNO2PS, with properties calculated with ωB97M-V/def2-TZVPD.

Its highest occupied orbital energy is -9.2 eV. The lowest unoccupied orbital energy comes out at -0.541 eV. The value obtained for the frontier orbital gap is 0.3188 Ha.

ORCA input file:
```
! RIJCOSX wB97M-V def2-TZVPD def2/J DEFGRID3
* xyz 0 1
C -0.2712 0.7499 -0.5103
N 0.5382 1.0031 0.4437
O -0.7218 -0.3854 -0.8700
O -0.9395 -2.7562 0.3291
P 0.1900 -2.0598 -0.2252
S 0.9723 -0.5741 1.5066
Cl -0.7504 2.0904 -1.4736
H 0.9823 1.9321 0.7997
*
```

Here are the energies relative to the best structure, in kJ/mol: model 1 0.0; model 2 67.0.

Model 1:
Below is one molecule with the formula C2H3NOS, with properties calculated with ωB97M-V/def2-TZVPD.

Its highest occupied orbital energy (alpha / beta) is -8.2 / -8.2 eV. The lowest unoccupied orbital energy (alpha / beta) comes out at -1.070 / -1.070 eV. The value obtained for the frontier orbital gap (alpha / beta) is 0.2623 / 0.2624 Ha.

ORCA input file:
```
! RIJCOSX wB97M-V def2-TZVPD def2/J DEFGRID3
* xyz 0 1
C 1.3948 0.0794 0.1137
C -0.8428 -0.3265 -0.0200
N 0.2518 0.7000 -0.0792
O -0.1470 1.9193 -0.1649
S 2.6030 -0.9342 0.1108
H -1.7641 0.1599 -0.2017
H -0.6301 -0.9577 -0.7698
H -0.8658 -0.6402 1.0111
*
```

Model 2:
Below is one molecule with the formula C2H3NOS, with properties calculated with ωB97M-V/def2-TZVPD.

Its highest occupied orbital energy (alpha / beta) is -8.8 / -8.8 eV. The SMILES is CC(=O)N=S. The lowest unoccupied orbital energy (alpha / beta) comes out at -1.587 / -1.540 eV. The value obtained for the frontier orbital gap (alpha / beta) is 0.2639 / 0.2659 Ha.

ORCA input file:
```
! RIJCOSX wB97M-V def2-TZVPD def2/J DEFGRID3
* xyz 0 1
C -0.8859 -0.3610 0.5463
C 0.5817 0.1728 0.1162
O 1.4006 0.7530 0.8157
N 1.0906 -0.0331 -1.2161
S 1.4235 0.9995 -2.3350
H -1.3559 0.1144 1.4974
H -1.5720 -0.3087 -0.2623
H -0.6826 -1.3369 0.8379
*
```

Here are the energies relative to the best structure, in kJ/mol: model 1 189.4; model 2 0.0.

Model 1:
Below is one molecule with the formula C2H3NOS, with properties calculated with ωB97M-V/def2-TZVPD.

Its highest occupied orbital energy is -9.1 eV. The SMILES is O=CNC=S. The lowest unoccupied orbital energy comes out at -0.325 eV. The value obtained for the frontier orbital gap is 0.3219 Ha.

ORCA input file:
```
! RIJCOSX wB97M-V def2-TZVPD def2/J DEFGRID3
* xyz 0 1
O -2.2499 0.5774 -0.2711
C -1.7077 -0.4354 -0.5081
N -0.3224 -0.6309 -0.5453
C 0.4096 0.3801 0.0907
S 1.9151 0.1299 0.5928
H -2.2739 -1.5402 -0.6054
H 0.0507 -1.4717 -0.7820
H -0.3739 1.0620 0.3940
*
```

Model 2:
Below is one molecule with the formula C2H3NOS, with properties calculated with ωB97M-V/def2-TZVPD.

Its highest occupied orbital energy (alpha / beta) is -8.6 / -8.6 eV. The SMILES is C=[N+]([S-])C=O. The lowest unoccupied orbital energy (alpha / beta) comes out at -1.232 / -1.229 eV. The value obtained for the frontier orbital gap (alpha / beta) is 0.2706 / 0.2708 Ha.

ORCA input file:
```
! RIJCOSX wB97M-V def2-TZVPD def2/J DEFGRID3
* xyz 0 1
C -0.2558 -1.1674 0.1064
N 0.4151 -0.0588 0.0211
S 2.0792 0.1297 0.1569
C -0.2072 1.2179 -0.0464
O -1.3701 1.3923 0.2393
H 0.2574 -2.2237 0.0968
H -1.3397 -1.2309 -0.1400
H 0.4211 1.9408 -0.4342
*
```

Here are the energies relative to the best structure, in kJ/mol: model 1 0.0; model 2 132.6.